Entry 1:
2 unconnected molecules or ions with the total composition C26H24N2O2S. Source: the Open Molecules 2025 dataset; level of theory: ωB97M-V with the def2-TZVPD basis set.

Total energy: -1663.214266 Ha
Frontier orbital gap: 4.2 eV

Cartesian coordinates (Å):
C: 6.14527 2.26025 0.46223
O: 6.09369 1.09453 -0.38416
C: 5.08659 0.19577 -0.20308
C: 5.04755 -0.89111 -1.11345
C: 3.98889 -1.78632 -1.06641
C: 2.96103 -1.62493 -0.12203
N: 1.92912 -2.59058 -0.09879
C: 0.58376 -2.42804 0.08579
C: -0.14277 -1.16229 0.27438
C: -1.57151 -1.08736 -0.04543
C: -2.33206 -0.13893 0.55896
C: -3.78600 -0.20628 0.68185
C: -4.44645 0.38532 1.78783
C: -5.82812 0.28220 1.92819
C: -6.58454 -0.39371 0.95748
C: -5.94703 -0.95468 -0.15520
C: -4.55913 -0.86652 -0.29328
O: 0.44462 -0.16020 0.73856
N: 0.04245 -3.66633 0.05692
C: -1.34618 -4.04952 0.20720
C: 1.02794 -4.61259 -0.19032
C: 2.19063 -3.95301 -0.31233
C: 3.07953 -0.64249 0.86171
C: 4.10890 0.29658 0.81673
H: 7.03742 2.78447 0.11978
H: 5.25696 2.89345 0.32668
H: 6.24600 1.98201 1.51771
H: 5.84372 -0.98353 -1.85481
H: 3.96184 -2.60707 -1.78353
H: -1.93935 -1.74637 -0.83005
H: -1.83727 0.61869 1.16886
H: -3.84423 0.90074 2.54119
H: -6.32290 0.72042 2.79743
H: -7.66659 -0.48299 1.07202
H: -6.52887 -1.46966 -0.92110
H: -4.06113 -1.27734 -1.17643
H: -1.37171 -5.09576 0.53110
H: -1.85011 -3.43708 0.95792
H: -1.88562 -3.98427 -0.74705
H: 0.81754 -5.66693 -0.24374
H: 3.17753 -4.32102 -0.51618
H: 2.35704 -0.57926 1.66546
H: 4.14029 1.10337 1.55399
S: -2.06620 1.43641 -1.88416
C: -1.29060 2.84838 -1.46172
C: 0.13092 2.94193 -1.51694
C: 0.78161 4.04161 -0.97742
C: 0.04504 5.09749 -0.41330
C: -1.35956 5.05976 -0.43175
C: -2.02447 3.96920 -0.97334
H: 0.67612 2.11238 -1.96111
H: 1.87316 4.08162 -0.99405
H: 0.56255 5.94776 0.03238
H: -1.93510 5.89023 -0.01726
H: -3.11023 3.92161 -1.01394

Entry 2:
A molecular structure, C26H24N3O4PtS. Source: the Open Molecules 2025 dataset; level of theory: ωB97M-V with the def2-TZVPD basis set.

Total energy: -1987.604545 Ha
Spin multiplicity: 3
Frontier orbital gap (alpha / beta): 6.2 / 6.0 eV
Net charge: +1

Cartesian coordinates (Å):
Pt: 0.90310 0.33700 -1.74690
O: 3.41815 -4.39853 4.33399
C: 2.76843 -4.43362 3.15504
O: 2.42287 -5.47076 2.67308
C: 2.49952 -3.11465 2.48401
C: 3.33949 -2.01680 2.62340
C: 3.08415 -0.84714 1.92290
C: 1.97184 -0.78122 1.09323
C: 1.12648 -1.87697 0.94126
C: 1.39688 -3.03973 1.63665
N: 1.70838 0.38155 0.32222
C: 1.80153 1.54867 0.81796
C: 1.56541 2.72092 -0.03004
C: 1.65498 4.01353 0.45278
C: 1.42001 5.06825 -0.41930
C: 1.10246 4.79251 -1.73663
C: 1.02122 3.46812 -2.14629
N: 1.25209 2.46488 -1.31048
H: 3.48874 -3.49819 4.67195
H: 4.22984 -2.07474 3.23790
H: 3.77019 -0.01225 1.98958
H: 0.26221 -1.79833 0.29320
H: 0.76447 -3.91016 1.52621
H: 2.03574 1.70451 1.86991
H: 1.90063 4.18692 1.49176
H: 1.48191 6.08947 -0.06955
H: 0.91044 5.58287 -2.44777
H: 0.76213 3.19974 -3.16184
C: 3.22636 -2.40864 -2.22876
N: 4.21991 -1.47561 -2.74895
C: 5.59726 -1.93486 -2.89260
C: 3.89565 -0.22241 -3.01010
O: 2.77370 0.28171 -2.85226
H: 3.54537 -3.42156 -2.45947
H: 2.26496 -2.22313 -2.70391
H: 3.11701 -2.31335 -1.14683
H: 5.60366 -2.90995 -3.37481
H: 6.08573 -2.01664 -1.92131
H: 6.15320 -1.23785 -3.51574
H: 4.70494 0.38693 -3.42399
C: -7.38626 2.37033 1.09202
C: -8.33618 1.23690 1.37766
O: -9.47300 1.38609 1.72156
S: -7.77105 -0.45712 1.12398
C: -6.09532 -0.26711 0.56560
C: -5.81526 -0.07225 -0.78393
C: -4.50673 0.05467 -1.21349
C: -3.45250 -0.02364 -0.29939
C: -3.73740 -0.23817 1.04954
C: -5.04889 -0.36131 1.47702
C: -2.09641 0.10459 -0.74752
C: -0.95252 0.19525 -1.13664
H: -7.87669 3.29618 1.38125
H: -7.13623 2.39759 0.03107
H: -6.45565 2.24285 1.64395
H: -6.62928 -0.02215 -1.49534
H: -4.28920 0.20820 -2.26185
H: -2.92579 -0.31088 1.76159
H: -5.26670 -0.53052 2.52342

Entry 3:
A molecular structure, C26H24N7O7PRe. Source: the Open Molecules 2025 dataset; level of theory: ωB97M-V with the def2-TZVPD basis set.

Total energy: -2334.256945 Ha
Spin multiplicity: 2
Frontier orbital gap (alpha / beta): 7.5 / 7.0 eV
Net charge: +2

Cartesian coordinates (Å):
Re: 0.59395 -0.75902 0.50917
N: 2.37106 -0.60635 1.83121
N: 2.42444 0.50774 2.69516
C: 1.30814 1.24956 2.79300
N: 1.25019 2.26503 3.62460
N: 0.33385 0.79683 1.98884
N: -0.95808 1.26520 2.11294
O: -1.74483 0.58473 1.47803
O: -1.22353 2.22551 2.79254
H: 2.33541 -1.46614 2.38055
H: 3.21900 -0.66342 1.26141
H: 3.26865 0.68243 3.21911
H: 2.02710 2.50735 4.21961
H: 0.39714 2.80829 3.66076
C: 0.19362 -2.05189 4.30133
C: -0.18750 -2.78723 3.06868
N: 0.00511 -2.41858 1.80237
C: -0.54981 -3.41657 1.01877
C: -1.05870 -4.39375 1.80924
N: -0.81155 -3.97368 3.08939
C: -1.78534 -5.69249 1.61883
O: -2.03673 -6.07603 0.38577
O: -2.09506 -6.29997 2.60426
C: -0.55978 -3.23509 -0.43838
O: -1.01756 -4.02267 -1.21957
O: 0.00389 -2.06903 -0.80653
H: 0.71881 -1.13201 4.05283
H: 0.83483 -2.66442 4.93563
H: -0.69476 -1.78916 4.87681
H: -1.09948 -4.52053 3.89461
H: -1.72063 -5.43683 -0.28867
O: 3.02840 -1.58232 -0.54220
C: 2.21339 -0.75068 -0.87123
C: 2.30883 0.03099 -2.11732
C: 3.38597 -0.09064 -2.99159
C: 3.41202 0.71137 -4.11947
C: 2.38297 1.62020 -4.36682
C: 1.30815 1.73559 -3.49723
C: 1.27838 0.92511 -2.36991
P: -0.03352 0.90298 -1.14733
C: -0.22030 2.60543 -0.57747
C: -1.36515 3.36299 -0.80709
C: -1.42235 4.67853 -0.36360
C: -0.34047 5.24159 0.29418
C: 0.81546 4.49652 0.50404
C: 0.87369 3.18349 0.07298
C: -1.53064 0.33287 -1.97468
C: -2.78844 0.44812 -1.37191
C: -3.90642 -0.06647 -2.00706
C: -3.78098 -0.70624 -3.23311
C: -2.53501 -0.83399 -3.82734
C: -1.40990 -0.32234 -3.20113
H: 4.17733 -0.79730 -2.78228
H: 4.23830 0.63748 -4.81288
H: 2.42191 2.24300 -5.25033
H: 0.51108 2.43931 -3.70085
H: -2.20691 2.94202 -1.33834
H: -2.31244 5.26508 -0.54444
H: -0.38754 6.26918 0.62815
H: 1.67271 4.95086 0.98319
H: 1.79181 2.61567 0.20195
H: -2.90855 0.94814 -0.42272
H: -4.87861 0.03451 -1.54450
H: -4.65695 -1.10626 -3.72540
H: -2.43500 -1.33603 -4.77962
H: -0.44303 -0.44658 -3.66896

Entry 4:
A molecular structure, C26H25BeFN5O4. Source: the Open Molecules 2025 dataset; level of theory: ωB97M-V with the def2-TZVPD basis set.

Total energy: -1695.067758 Ha
Frontier orbital gap: 5.9 eV
Net charge: +1

Cartesian coordinates (Å):
Be: -2.67644 -1.62368 -2.83733
O: -3.58192 -1.73116 -4.02363
C: -3.41719 -2.48815 -5.06617
C: -4.50228 -2.76655 -5.91535
C: -4.35728 -3.62296 -6.97992
C: -3.12093 -4.19735 -7.27089
C: -2.03379 -3.91073 -6.48118
C: -2.16311 -3.07403 -5.36460
C: -1.06855 -2.82069 -4.47486
N: -1.17386 -2.34373 -3.23542
C: 0.08730 -2.28942 -2.71982
C: 0.97516 -2.72127 -3.65113
N: 0.23444 -3.05912 -4.75126
H: -5.45049 -2.31073 -5.67238
H: -5.20678 -3.86723 -7.59913
H: -3.01047 -4.87644 -8.10282
H: -1.08041 -4.37072 -6.70457
H: 0.26554 -1.93936 -1.72529
H: 2.04209 -2.80832 -3.63430
H: 0.59198 -3.40459 -5.62626
F: 3.63858 0.83732 0.11552
C: 2.37264 1.00025 0.57916
C: 1.33277 0.71390 -0.27275
C: 0.00973 0.88799 0.12553
C: -1.08170 0.48818 -0.79440
O: -0.86901 0.25434 -1.97488
C: -2.36160 0.42688 -0.12033
C: -2.53860 1.02626 1.07850
N: -1.54752 1.56600 1.82945
C: -1.85957 2.25746 3.04567
C: -1.67831 1.56431 4.36876
C: -3.05448 1.86774 3.85960
C: -0.24703 1.38166 1.42064
C: 0.83113 1.64062 2.27502
C: 2.15141 1.45921 1.88463
N: 3.17375 1.69882 2.83422
C: 4.53149 1.25531 2.55610
C: 5.37730 1.43851 3.82825
N: 4.45971 1.45098 4.99235
C: 3.64399 2.69407 4.98628
C: 3.18698 2.96658 3.53870
C: -3.52701 -0.38735 -0.64910
O: -4.62752 -0.24053 -0.16715
O: -3.17444 -1.26476 -1.50848
H: 1.54111 0.36212 -1.27286
H: -3.54562 1.07016 1.46707
H: -1.61678 3.31527 2.99169
H: -1.28088 2.12854 5.19900
H: -1.36895 0.52885 4.34741
H: -3.62929 2.65925 4.31686
H: -3.64986 1.02592 3.54266
H: 0.62995 1.96842 3.28131
H: 5.01635 1.80294 1.73675
H: 4.50003 0.19979 2.28120
H: 5.91852 2.38613 3.81607
H: 6.09864 0.62657 3.92707
H: 4.96686 1.35573 5.87733
H: 3.82189 0.65160 4.88644
H: 4.24998 3.51749 5.36403
H: 2.79185 2.54654 5.64865
H: 3.86628 3.68481 3.05644
H: 2.19421 3.41234 3.53788